Record 1
ORCA calculation (ωB97M-V/def2-TZVPD) on a molecular structure, C13H34GeN3OsSeSi.

Calculated values
E   -150703.804 eV
Charge   +1
Molar mass   602.32 g/mol
Energy relative to the best compared isomer or geometry (same formula, charge and spin)   0.470 eV
LUMO energy   -0.11235 Ha

```
54
Properties=species:S:1:pos:R:3:forces:R:3
Os 0.7986 0.3667 -0.0509 -0.060 0.383 -0.323
C 2.7195 1.3674 -2.3498 0.137 -0.007 0.114
C 2.3180 -0.0479 -2.7519 0.105 0.053 0.045
N 1.9585 -0.8665 -1.5869 -0.248 -0.281 -0.231
C 3.0230 -1.4883 -0.7877 0.025 0.060 0.010
C 3.7278 -0.4632 0.0777 0.041 -0.187 0.226
N 2.7627 0.5011 0.7269 -0.197 -0.074 -0.311
C 3.3047 1.8990 0.6880 -0.068 0.099 0.269
C 2.5203 2.7670 -0.2943 0.082 -0.005 -0.054
N 1.8387 1.9095 -1.2823 -0.429 0.030 -0.144
H 2.6879 2.0142 -3.2278 0.040 0.020 0.014
H 3.7460 1.3910 -1.9859 -0.009 -0.009 0.018
H 3.1225 -0.5029 -3.3388 0.004 0.032 -0.019
H 1.4324 0.0008 -3.3861 -0.006 -0.030 0.006
H 1.3495 -1.6180 -1.8946 -0.092 0.037 0.103
H 3.7481 -2.0349 -1.3992 0.061 0.111 -0.025
H 2.5158 -2.2016 -0.1380 -0.007 -0.060 -0.073
H 4.4555 0.1120 -0.4881 -0.060 0.018 -0.061
H 4.2867 -0.9920 0.8511 0.012 0.075 0.040
H 2.6251 0.2238 1.6923 0.133 0.015 0.022
H 4.3651 1.8675 0.4440 -0.001 -0.037 0.000
H 3.2276 2.3327 1.6839 -0.032 -0.024 0.006
H 3.1609 3.5123 -0.7736 0.102 -0.094 -0.007
H 1.7417 3.2968 0.2452 -0.019 0.067 -0.090
H 1.1165 2.4726 -1.7155 -0.018 -0.039 -0.019
C -2.4490 0.8221 2.9045 0.144 0.060 0.068
Ge -2.0569 1.7532 1.2366 -0.375 0.096 -0.346
C -3.0196 0.9290 -0.2583 0.194 -0.085 -0.010
C -2.6442 3.6177 1.3205 0.149 0.041 0.065
C -0.1155 1.6473 0.9389 0.406 -0.172 0.382
H -3.5282 0.7637 3.0503 -0.001 -0.029 -0.020
H -2.0221 1.3585 3.7521 -0.003 0.004 0.000
H -2.0242 -0.1802 2.8792 -0.009 0.002 0.006
H -4.0362 1.3141 -0.3328 -0.012 -0.028 0.017
H -3.0436 -0.1480 -0.1185 -0.064 0.011 0.005
H -2.5016 1.1187 -1.2008 -0.058 0.071 -0.018
H -3.6921 3.6582 1.6193 -0.003 -0.008 -0.010
H -2.5493 4.0942 0.3442 -0.010 0.002 -0.001
H -2.0648 4.1945 2.0421 -0.010 0.001 0.007
H 0.3899 2.4566 1.4934 -0.056 -0.060 0.142
C -1.3272 -4.5197 0.0973 -0.812 -0.607 0.006
Si -2.4046 -3.0083 0.0733 2.623 1.290 0.490
C -3.2598 -2.5075 1.6299 -0.543 -0.456 -0.110
C -3.0375 -2.4912 -1.5852 -0.262 -0.213 0.021
Se -0.0699 -1.7571 0.7886 -0.838 -0.095 -0.152
H -1.9077 -5.4232 0.3150 0.059 -0.050 -0.071
H -0.5665 -4.4114 0.8654 -0.023 -0.018 0.032
H -0.8434 -4.6504 -0.8701 0.023 0.040 0.001
H -4.0812 -3.1942 1.8605 -0.032 0.059 0.050
H -3.6700 -1.5021 1.5535 0.016 0.002 0.004
H -2.5410 -2.5408 2.4466 0.015 -0.018 -0.016
H -3.6260 -3.3085 -2.0137 -0.018 0.038 -0.039
H -2.1967 -2.3008 -2.2512 0.017 -0.017 0.015
H -3.6641 -1.6035 -1.5384 -0.012 -0.013 -0.032
```
Positions in Å, forces in eV/Å.

Record 2
ORCA calculation (ωB97M-V/def2-TZVPD) on a molecular structure, CF3MgNO3S3Sr.

Calculated values
E   -55603.903 eV
Charge   0
Molar mass   339.13 g/mol
Energy relative to the best compared isomer or geometry (same formula, charge and spin)   0.707 eV
LUMO energy (spin up / spin down)   -0.08295 / -0.06862 Ha

```
13
Properties=species:S:1:pos:R:3:forces:R:3
Sr 2.3822 -0.2750 1.6974 -0.643 -1.105 0.061
N 0.0082 1.2524 -0.5004 0.317 -0.237 0.678
S 0.2767 2.2467 0.8900 0.247 -0.504 -0.911
O 1.8683 1.7905 1.1153 0.478 0.461 -0.513
S -0.4568 -0.2908 -0.1590 0.321 0.269 0.163
O 0.0700 -0.7131 1.2359 0.250 0.051 -0.632
O 0.9441 -2.4955 -2.3083 5.180 0.257 0.792
C -2.2831 -0.1475 0.2254 0.632 0.050 -0.092
F -2.5452 0.6683 1.2287 -0.136 0.308 0.366
F -2.8950 0.2881 -0.8668 -0.175 0.102 -0.202
F -2.7349 -1.3594 0.5214 -0.152 -0.276 0.105
Mg 2.5782 1.4520 -1.0276 -1.170 0.057 0.199
S 2.7874 -2.4168 -2.0521 -5.149 0.566 -0.014
```
Positions in Å, forces in eV/Å.

Record 3
ORCA calculation (ωB97M-V/def2-TZVPD) on 8 unconnected molecules or ions with the total composition C30H52N4O12.

Calculated values
E   -62476.993 eV
Charge   0
Molar mass   660.76 g/mol
Energy relative to the best compared isomer or geometry (same formula, charge and spin)   1.908 eV
LUMO energy   0.00822 Ha
Structure (SMILES)   C[C@H]1COC(=O)O1.C[C@H]1COC(=O)O1.COC(=O)OC.COC(=O)OC.CCCC#N.CCCC#N.CCCC#N.CCCC#N

```
98
Properties=species:S:1:pos:R:3:forces:R:3
C 6.3507 0.6437 0.6614 1.483 -0.611 4.715
C 5.5448 1.5363 1.5138 -0.634 3.528 0.805
C 4.0425 1.8942 1.0700 1.598 -3.706 0.592
O 3.3188 1.8416 2.2600 1.109 0.208 2.397
C 4.1379 1.4069 3.3208 -3.416 -1.042 0.446
O 3.6209 1.1400 4.3847 2.082 0.588 -1.696
O 5.3635 1.1180 2.8926 0.381 -0.107 -0.431
H 5.7884 -0.1698 0.6839 -2.556 -4.154 -1.238
H 7.2968 0.2219 1.0692 -0.291 1.193 0.066
H 6.4729 1.0766 -0.2153 0.555 1.667 -4.282
H 6.0749 2.4824 1.5647 0.093 0.381 0.322
H 3.6868 1.0215 0.5155 -0.058 0.344 -0.777
H 3.8561 2.7972 0.5892 0.201 1.523 -0.987
C -3.0321 1.4834 5.2305 -1.353 -0.849 0.335
C -1.5842 1.0746 5.2645 0.240 -1.138 2.310
C -0.9527 0.6640 3.9935 0.279 1.800 -2.477
O 0.4096 1.1038 4.1463 -0.950 -1.552 -0.933
C 0.4465 1.9398 5.1538 6.576 3.131 1.111
O 1.5402 2.5167 5.4267 -4.803 -1.573 -0.329
O -0.6989 2.0532 5.7712 -0.380 2.166 0.391
H -3.2768 2.5477 5.0222 0.657 -0.738 -0.282
H -3.5226 1.2606 6.2008 0.380 0.170 -0.445
H -3.5330 0.7899 4.4965 0.347 0.941 0.514
H -1.3066 0.3218 6.0658 -1.498 -0.301 -1.128
H -1.3353 1.1449 3.0464 -0.015 -0.037 1.091
H -1.0135 -0.3578 3.7877 0.212 -1.780 0.021
C -5.9733 1.4993 2.7858 3.041 0.527 -0.437
O -6.2859 1.4094 1.3780 0.223 -0.072 -1.298
C -5.3323 1.3328 0.4191 7.434 -1.434 4.195
O -3.9497 1.1788 0.7493 -7.895 1.120 -1.902
O -5.7978 1.3053 -0.7732 -1.076 -0.206 0.025
C -4.8937 1.2975 -1.8881 -0.269 -0.788 -0.051
H -6.8532 1.4278 3.3825 -0.954 0.426 -0.191
H -5.3568 2.4464 2.9512 -1.101 -1.178 -0.037
H -5.3367 0.6603 3.1313 -0.183 0.321 -0.642
H -4.2016 2.0360 -1.7017 1.283 2.196 -0.084
H -5.4628 1.4023 -2.8005 -0.228 0.222 0.127
H -4.2392 0.4548 -1.9554 -0.203 -1.171 0.309
C 1.5613 0.7720 -4.4025 0.159 -1.224 -1.728
O 2.5955 -0.2432 -4.1744 1.927 -0.439 0.192
C 3.7750 0.0176 -3.5973 0.587 6.437 4.856
O 4.0599 1.1726 -2.8816 -1.948 -5.837 -4.225
O 4.6765 -0.9575 -3.5676 -1.590 -0.162 -0.906
C 5.7695 -0.8046 -2.6818 0.847 0.551 1.418
H 1.1314 0.5023 -5.4338 0.426 0.184 1.769
H 2.0080 1.7299 -4.5159 0.414 0.819 0.335
H 0.8136 0.7167 -3.6184 0.108 -0.086 -0.127
H 6.2379 -1.7761 -2.5189 -0.038 -0.024 -0.799
H 5.4884 -0.5161 -1.6582 -0.591 0.135 -0.569
H 6.4902 -0.0337 -3.0009 -0.350 -0.473 -0.264
C 2.5878 -1.8968 4.8984 1.769 2.218 0.403
C 2.3022 -1.5228 3.4721 0.158 1.898 -0.756
C 3.4720 -1.8016 2.4667 -0.637 -0.381 -0.595
C 2.9878 -1.8154 1.0382 -1.463 0.542 -2.566
N 2.5345 -1.7616 -0.0580 1.648 -0.256 3.840
H 2.7095 -2.9366 4.9504 -0.016 -1.587 0.582
H 1.9033 -1.4738 5.6464 -0.253 -0.440 -0.509
H 3.5539 -1.4145 5.1893 -0.502 -0.481 -0.148
H 2.0613 -0.4567 3.3913 -0.159 -0.262 0.138
H 1.4441 -2.0857 3.1595 -0.491 -0.303 -0.594
H 3.6776 -2.8261 2.7211 0.890 -0.630 -0.284
H 4.4165 -1.1980 2.4937 -1.049 -0.377 0.475
C 0.6480 2.2532 1.1511 0.700 -0.506 -1.663
C -0.5154 2.2103 0.1554 0.825 0.214 0.731
C -0.1791 1.2032 -1.0129 -2.141 0.157 1.398
C -1.1638 1.0742 -2.0864 -1.753 0.331 -2.426
N -1.8677 0.9867 -3.0219 1.560 0.320 2.497
H 0.5103 2.8329 2.0044 -0.757 1.709 1.204
H 1.5412 2.6485 0.6541 -0.058 -0.293 0.143
H 0.8667 1.3344 1.6440 0.394 -1.238 -0.290
H -0.6167 3.2913 -0.1037 -0.369 -1.044 -0.734
H -1.3714 1.9321 0.7554 -0.676 -0.248 -0.519
H 0.0185 0.1795 -0.6982 -0.152 -0.061 0.658
H 0.7207 1.4809 -1.4341 2.031 0.878 -1.134
C -4.5044 -2.1876 -6.6332 -3.054 0.842 2.330
C -3.8907 -1.0454 -5.9560 0.615 2.126 1.262
C -2.3356 -1.1067 -6.0184 -1.099 -0.745 0.416
C -1.8929 -0.9200 -7.3773 1.077 0.411 -1.552
N -1.4884 -0.7436 -8.4482 -0.556 -0.228 1.016
H -5.5845 -2.3010 -6.3902 0.593 0.303 -0.729
H -4.0948 -3.0924 -6.4518 1.572 -3.063 1.827
H -4.2553 -2.1637 -7.5935 -0.017 0.695 -4.697
H -4.2385 -0.9661 -4.9059 0.508 -0.117 -0.375
H -4.2210 -0.0738 -6.4273 0.324 -0.937 0.372
H -1.9717 -2.0785 -5.6646 -0.154 0.030 -0.090
H -1.8734 -0.3994 -5.3640 0.240 0.718 0.333
C -2.5880 -2.0157 0.1202 -0.340 -0.831 -1.839
C -2.1524 -3.4412 -0.2066 1.539 0.462 -0.183
C -0.7974 -3.4712 -1.0643 -0.782 1.348 2.188
C -0.7097 -2.5311 -2.1552 -0.528 -0.059 0.914
N -0.6397 -1.7541 -2.9834 0.202 0.695 -1.189
H -1.8445 -1.5280 0.6609 1.080 1.024 1.331
H -3.5183 -2.0965 0.6310 -0.643 0.364 0.724
H -2.7628 -1.4060 -0.7838 0.066 -0.358 0.217
H -2.9448 -3.8656 -0.7458 -0.973 -0.875 -1.095
H -2.1031 -4.0386 0.7312 0.575 0.342 -0.668
H -0.4856 -4.3566 -1.4960 -0.018 -2.472 -0.569
H 0.0358 -3.2383 -0.3974 0.009 0.271 0.127
```
Positions in Å, forces in eV/Å.

Record 4
ORCA calculation (ωB97M-V/def2-TZVPD) on a molecular structure, C24H28N5RhS2.

Calculated values
E   -57454.863 eV
Charge   +2
Molar mass   553.56 g/mol
LUMO energy (spin up / spin down)   -0.31375 / -0.30865 Ha

```
60
Properties=species:S:1:pos:R:3:forces:R:3
Rh -0.8084 -0.1890 -0.5940 0.464 -0.211 0.895
C -1.3572 2.5215 -2.0501 -0.408 0.427 -0.318
N -0.4100 2.0668 -1.0391 -1.084 -1.345 0.562
C 0.9376 2.5588 -1.3440 0.699 0.052 -0.006
C -0.7589 2.2950 0.3280 0.111 -0.034 0.406
C -1.6112 3.3118 0.7419 0.018 0.111 -0.033
C -1.7403 3.6151 2.0889 0.118 -0.148 -0.428
C -0.9884 2.9280 3.0394 0.333 -0.338 0.162
C -0.1738 1.8809 2.6694 -0.230 0.176 0.229
C -0.0758 1.4907 1.3200 -0.074 0.219 -0.049
N 0.6596 0.4686 0.8218 -0.464 0.500 -1.601
C 1.6766 -0.2534 1.3527 0.665 -0.800 0.460
C 1.7004 -0.7688 2.6594 -0.083 -0.232 0.107
C 2.8008 -1.4351 3.1535 -0.305 0.089 0.201
C 3.9520 -1.5414 2.3804 -0.163 0.173 -0.229
C 3.9615 -1.0521 1.0876 -0.027 0.016 -0.052
C 2.8251 -0.4828 0.5176 -0.207 0.146 -0.038
N 2.8462 -0.0652 -0.8083 -0.535 0.672 0.684
C 1.9090 -0.5812 -1.7464 -0.849 -0.432 0.038
C 4.0161 0.6044 -1.3124 0.663 -0.202 -0.310
H -1.4162 3.6144 -2.0961 0.075 -0.028 0.016
H -2.3515 2.1265 -1.8483 0.106 -0.015 -0.031
H -1.0146 2.1686 -3.0243 -0.076 -0.025 0.127
H 0.9504 3.6535 -1.3334 -0.205 -0.031 -0.013
H 1.2425 2.2246 -2.3344 -0.078 -0.074 0.039
H 1.6510 2.2078 -0.6027 -0.059 -0.100 -0.125
H -2.1327 3.9185 0.0177 -0.043 -0.007 -0.097
H -2.3837 4.4266 2.3889 -0.066 0.100 0.047
H -1.0248 3.2282 4.0745 -0.068 -0.004 0.109
H 0.4060 1.3668 3.4163 0.072 -0.045 0.085
H 0.8057 -0.6841 3.2545 -0.096 -0.072 0.149
H 2.7661 -1.8752 4.1377 0.012 0.042 0.114
H 4.8288 -2.0341 2.7654 0.125 -0.078 0.106
H 4.8466 -1.1672 0.4816 0.075 -0.001 -0.084
H 1.9562 -1.6692 -1.8114 -0.049 0.011 -0.238
H 2.0943 -0.1613 -2.7322 -0.134 0.052 0.013
H 0.8192 -0.3505 -1.4439 1.533 -0.086 -0.876
H 4.7609 -0.0931 -1.7121 0.062 0.076 -0.037
H 4.4843 1.1851 -0.5200 -0.018 0.040 -0.012
H 3.7325 1.2779 -2.1202 -0.012 0.063 0.002
C -4.3026 1.3518 -0.1703 -0.031 0.251 0.038
C -4.1200 -0.0619 -0.5710 -0.645 -0.139 -0.121
N -2.9877 -0.7195 -0.6094 0.740 0.550 -0.236
C -3.1746 -2.0352 -0.9599 -1.051 -0.273 -0.204
C -4.4761 -2.3613 -1.2228 0.374 0.336 0.056
S -5.4957 -1.0093 -1.0102 0.845 0.091 0.221
C -2.0720 -2.9696 -0.9327 -0.170 -1.118 -0.225
C -2.1978 -4.3170 -1.1278 0.277 0.449 0.055
S -0.7078 -5.1006 -0.8821 0.025 0.838 0.084
C 0.0229 -3.5694 -0.5332 0.100 -0.721 -0.094
N -0.7997 -2.5573 -0.6137 -0.178 1.320 0.359
C 1.4653 -3.5678 -0.1879 0.204 -0.054 0.052
H -3.4530 1.7036 0.4121 -0.076 -0.074 -0.057
H -5.2043 1.4537 0.4304 -0.001 0.010 0.081
H -4.4447 1.9903 -1.0429 0.066 0.060 -0.033
H -4.8741 -3.3119 -1.5150 -0.066 -0.198 -0.045
H -3.0739 -4.8741 -1.3877 -0.239 -0.087 -0.030
H 1.6770 -4.4148 0.4625 0.046 0.013 0.077
H 1.7625 -2.6582 0.3232 -0.032 -0.001 -0.004
H 2.0724 -3.7094 -1.0853 0.012 0.090 0.053
```
Positions in Å, forces in eV/Å.